Entry 1:
The following is a DFT calculation (ωB97M-V with the def2-TZVPD basis set) of a 2-piece molecular cluster, C36H38BF3O2 overall.

The calculation puts the total energy at -50870.8445 eV. The value obtained for the HOMO energy is -6.68 eV. Its gap between HOMO and LUMO is 3.61 eV.

Geometry as ORCA input:
```
! RIJCOSX wB97M-V def2-TZVPD def2/J DEFGRID3
* xyz 0 1
H -0.36 2.06 4.53
H -1.23 -4.84 0.03
H 0.04 4.84 3.24
H 0.54 -1.23 4.42
H 1.69 5.96 -1.66
H 5.54 -6.19 3.41
C 1.39 1.01 7.45
O 0.47 1.08 0.92
C 0.53 2.29 3.93
C 0.16 2.81 2.56
H 3.23 -0.36 0.09
C 3.71 0.44 0.68
C 3.79 0.66 6.02
H 3.56 -0.85 3.82
H 1.13 1.37 3.82
H 0.92 -4.38 1.12
C 2.54 -3.65 3.09
H -0.36 0.00 3.11
H -0.75 4.58 1.68
C 2.80 0.88 1.78
C -0.58 4.14 2.67
H -1.94 0.85 3.22
F -0.35 4.38 -4.75
C 0.94 4.26 -2.73
C 0.09 -3.18 2.72
C 4.94 -4.12 3.08
C 2.60 1.49 7.98
C 2.33 -5.05 3.22
C -1.15 0.51 2.54
H 4.70 1.80 7.60
H 1.15 3.01 4.48
H -1.17 2.93 0.08
H -1.97 1.33 0.16
C 0.83 2.88 -2.78
H -1.54 4.03 3.19
F 1.32 5.80 -4.51
C -1.61 2.18 0.75
H 1.02 1.04 -1.69
H 2.41 4.64 0.28
C 3.88 -3.23 2.91
C -1.22 -4.27 0.96
C 2.59 0.11 5.49
H 3.28 1.49 2.56
H 5.97 -3.75 3.04
C 4.71 -5.49 3.29
C 1.94 4.11 -0.55
H 0.42 0.10 5.78
C 0.35 5.11 -3.83
C 1.18 2.12 -1.65
H -3.38 -4.02 1.05
H 4.09 -2.21 2.59
H 3.18 -7.03 3.31
C 1.67 2.74 -0.50
F -0.51 6.04 -3.31
H 2.61 1.98 8.96
H 2.22 0.06 2.20
C 1.55 4.88 -1.65
H 3.93 1.28 0.00
H -2.45 2.61 1.30
C 1.41 -2.73 3.24
C -0.56 1.64 1.71
C 3.77 1.36 7.23
C 1.49 -1.52 3.96
H -3.28 -2.75 3.21
C -2.42 -3.82 1.53
H 0.43 2.39 -3.67
B 1.58 1.98 0.99
C -1.13 -2.78 3.31
H 1.31 -5.44 3.29
H -1.57 -0.24 1.86
H 4.67 0.03 1.04
C 1.39 0.37 6.21
H -1.13 -2.23 4.26
O 1.37 3.08 1.86
C 3.39 -5.95 3.28
C 0.01 -3.99 1.56
H 4.71 0.53 5.44
H 0.45 1.12 8.01
C 2.59 -0.71 4.29
C -2.36 -3.10 2.73
*
```

Here are the Löwdin charges for atoms 1 to 6, given in e:
1. H 0.090
2. H 0.110
3. H 0.090
4. H 0.083
5. H 0.118
6. H 0.110

=====

Entry 2:
The following is a DFT calculation (ωB97M-V with the def2-TZVPD basis set) of C36H38CsINOP3S as an isolated structure.

The calculation puts the total energy at -88837.4627 eV. The value obtained for the HOMO energy is -7.13 eV. Its gap between HOMO and LUMO is 7.25 eV. The energy above the lowest of the compared OMol25 structures with the same formula, charge and spin comes out at 73.2 kJ/mol.

Geometry as ORCA input:
```
! RIJCOSX wB97M-V def2-TZVPD def2/J DEFGRID3
* xyz 0 1
C 3.70 0.97 1.99
S -2.37 -0.04 -4.69
C -1.09 -0.24 -3.70
C -1.83 -6.52 1.11
H 0.62 -4.44 -4.43
C -3.96 -0.95 -1.42
C 3.30 1.77 4.23
H -4.00 -2.82 1.41
H -4.28 3.95 -0.69
H -3.54 -3.95 -5.26
C -4.33 -2.12 0.65
C -1.58 -5.11 0.98
H -4.60 -6.80 -0.84
C -1.44 -4.26 -4.98
C -5.21 -0.35 -1.29
H 3.82 1.38 -1.78
C -5.56 -1.49 0.79
C -3.74 -6.36 -0.34
C 0.27 -5.40 2.56
C 0.24 0.85 4.09
H -1.29 -4.63 -5.99
P 1.02 1.52 2.56
H 2.63 2.12 5.01
H 5.76 0.54 1.53
I -0.32 -2.53 2.22
H 0.53 -0.20 4.21
H -5.55 0.33 -2.07
H -6.98 -0.15 -0.10
H 3.78 2.66 -0.56
H -0.84 0.90 3.96
H 3.57 -1.39 -0.99
H 3.48 -1.82 0.72
Cs -0.22 0.17 -0.40
C -3.53 -1.88 -0.47
O -2.16 1.92 -0.55
H 4.93 -1.02 0.09
C -2.87 2.51 -1.34
C 4.05 1.62 -0.74
C 3.85 -1.08 0.02
C 5.06 0.88 2.29
H -4.95 2.80 -1.84
H -3.91 -3.06 -3.02
C -0.98 -7.33 1.91
P 3.02 0.54 0.34
C -2.92 -7.11 0.45
H 1.08 3.62 3.85
C -6.01 -0.62 -0.19
H 6.59 1.16 3.75
C -4.29 2.90 -0.98
C 4.65 1.68 4.51
H 5.03 1.96 5.49
H 0.52 1.41 4.99
H -6.18 -1.70 1.65
C 0.07 -6.79 2.58
C -3.44 -5.01 -0.56
C -2.39 2.96 -2.67
C -2.37 -4.38 0.04
H -4.65 2.30 -0.15
P -1.91 -2.71 -0.66
H -2.56 2.14 -3.39
H -3.35 -0.72 -2.28
H 1.27 3.90 2.10
H -0.33 3.52 2.76
C 5.54 1.24 3.54
H -1.20 -8.39 1.97
C 2.81 1.41 2.98
C 0.74 3.32 2.86
H -4.05 -4.45 -1.25
H -1.31 3.13 -2.66
H -2.92 3.83 -3.04
C -2.71 -3.87 -4.58
C -1.85 -3.25 -2.42
H 1.04 -4.97 3.17
C -0.54 -4.60 1.81
H 5.12 1.49 -0.56
C -0.37 -4.15 -4.11
N -0.19 -0.37 -2.96
H 0.73 -7.42 3.17
H -3.09 -8.17 0.57
C -0.58 -3.65 -2.84
C -2.91 -3.37 -3.30
H 0.26 -3.54 -2.16
*
```

Here are the Löwdin charges for atoms 1 to 6, given in e:
1. C -0.397
2. S 0.520
3. C -1.017
4. C -0.160
5. H 0.103
6. C -0.109

=====

Entry 3:
The following is a DFT calculation (ωB97M-V with the def2-TZVPD basis set) of a 2-piece molecular cluster, C36H39N4 overall.

The calculation puts the total energy at -43917.6255 eV. The value obtained for the HOMO energy is -9.07 eV. Its gap between HOMO and LUMO is 4.64 eV. The energy above the lowest of the compared OMol25 structures with the same formula, charge and spin comes out at 0.0 kJ/mol.

Geometry as ORCA input:
```
! RIJCOSX wB97M-V def2-TZVPD def2/J DEFGRID3
* xyz 1 1
H 0.72 1.47 -5.74
H 4.99 -0.55 -2.67
H 0.09 5.25 -0.42
C 2.68 3.77 0.80
N -5.34 -3.32 -1.01
C 2.29 1.95 -1.42
H -4.89 -4.85 -2.41
C 1.67 -0.82 1.58
H -2.58 1.72 -2.00
C 3.18 -0.89 5.63
C -0.52 2.05 -2.60
H -6.32 -1.54 -0.40
H -3.15 -4.17 -2.34
H 1.90 -3.95 5.45
C -2.47 -1.67 0.58
C -1.69 -2.95 -1.35
H 2.05 -0.12 0.83
H 0.35 -3.42 4.16
C -1.29 0.99 -5.09
H -0.95 2.95 -0.67
N 1.44 3.69 0.06
H -0.83 -3.12 2.07
H 1.36 6.55 0.99
C 4.54 1.52 -2.19
H 3.89 -1.37 6.31
C 0.01 1.50 -4.92
C -6.42 -2.63 -0.33
H 3.79 3.50 -1.74
C 0.70 -2.66 3.46
C -4.05 -2.97 -0.75
H 0.94 -2.78 6.37
H -2.26 -1.04 1.44
C 1.81 -1.83 3.79
H 2.68 -3.04 6.76
C -0.15 2.56 -1.31
C 2.96 -0.32 -2.01
C 3.57 2.43 -1.77
H -6.57 -4.22 -2.42
C 2.47 4.88 1.84
C -1.86 1.61 -2.82
C 1.16 5.58 1.48
H 3.21 -0.37 2.99
H 0.97 0.27 -1.40
H 0.58 -1.46 -0.89
C -1.39 -2.06 -0.27
C -5.71 -4.49 -1.78
C 1.18 2.77 -0.90
H -6.04 -5.32 -1.13
H 1.37 2.49 -3.59
C -0.07 -1.61 -0.03
C 1.94 -2.98 5.95
C 2.30 -0.94 2.80
C -2.21 1.06 -4.04
H 2.41 4.41 2.83
H 0.52 5.76 2.35
H 3.33 5.55 1.83
N -1.98 -0.01 -7.39
H -4.56 -1.75 0.99
C 0.44 4.68 0.46
C -2.96 -3.44 -1.55
C 0.52 -1.60 1.25
C -1.67 0.43 -6.35
C 0.38 2.05 -3.70
H 5.54 1.88 -2.44
C 1.99 0.59 -1.60
H -6.48 -2.88 0.74
N 2.37 -1.94 5.03
H 3.53 4.02 0.14
H 2.71 -1.37 -2.10
C 4.24 0.15 -2.31
H -7.36 -2.92 -0.80
H -3.22 0.68 -4.19
H -0.87 -3.30 -1.99
H 2.56 -0.19 6.22
H -0.43 4.19 0.91
H 2.94 2.80 1.27
C -3.76 -2.08 0.33
H 3.73 -0.31 4.88
C 0.05 -2.50 2.26
*
```

Here are the Löwdin charges for atoms 1 to 6, given in e:
1. H 0.125
2. H 0.108
3. H 0.136
4. C -0.148
5. N -0.171
6. C -0.187